Computed, not measured: a structure of composition C34H51CaN2O3SeSi, with ωB97M-V/def2-TZVPD.

Output
molecular weight: 682.92 g mol⁻¹
relative energy (zero: lowest compared OMol25 entry of this formula, charge and spin): 8.5 kcal/mol
E_LUMO: 2.54 eV

ORCA input file:
```
! RIJCOSX wB97M-V def2-TZVPD def2/J DEFGRID3
* xyz -1 1
Ca -0.243 0.854 0.440
C 1.520 -4.816 1.509
C 0.590 -4.042 0.602
C -0.640 -3.585 1.077
C -1.016 -3.731 2.530
C -1.533 -2.951 0.205
C -2.863 -2.472 0.741
C -1.196 -2.774 -1.138
C -2.172 -2.101 -2.073
C 0.054 -3.199 -1.608
C 0.409 -3.009 -3.062
C 0.962 -3.788 -0.725
C 2.363 -4.118 -1.186
H 2.240 -4.164 2.014
H 2.086 -5.558 0.948
H 0.966 -5.351 2.279
H -1.644 -4.611 2.706
H -1.572 -2.857 2.866
H -0.140 -3.813 3.171
H -2.743 -1.559 1.336
H -3.316 -3.219 1.396
H -3.573 -2.262 -0.054
H -3.006 -2.766 -2.325
H -1.697 -1.790 -2.998
H -2.592 -1.206 -1.614
H 0.620 -1.959 -3.284
H -0.418 -3.314 -3.705
H 1.270 -3.608 -3.350
H 2.422 -5.090 -1.686
H 3.060 -4.133 -0.350
H 2.725 -3.366 -1.885
C -2.806 1.346 -3.410
C -1.617 1.590 -2.499
C -1.029 2.978 -2.706
O -2.027 1.449 -1.116
C -0.495 0.542 -2.730
O -0.229 0.264 -3.899
O 0.051 0.085 -1.680
H -3.567 2.118 -3.256
H -3.249 0.370 -3.213
H -2.476 1.371 -4.447
H -1.795 3.747 -2.555
H -0.638 3.066 -3.720
H -0.203 3.153 -2.014
H -2.611 2.177 -0.880
C -3.324 3.648 0.949
C -2.922 2.842 2.156
C -3.477 3.112 3.390
C -3.064 2.327 4.473
C -2.134 1.342 4.294
C -1.579 1.111 2.999
N -2.018 1.877 1.954
N -0.646 0.195 2.714
Si 0.555 -0.356 3.814
C 1.791 -1.322 2.795
C 1.447 1.087 4.623
C -0.069 -1.438 5.238
H -3.850 4.557 1.240
H -4.001 3.071 0.311
H -2.442 3.931 0.370
H -4.200 3.907 3.507
H -3.481 2.502 5.459
H -1.811 0.723 5.119
H 2.358 -0.625 2.170
H 1.293 -2.036 2.135
H 2.502 -1.868 3.421
H 1.951 1.689 3.865
H 2.200 0.734 5.334
H 0.751 1.734 5.164
H -0.823 -2.160 4.923
H -0.501 -0.831 6.039
H 0.768 -1.993 5.672
C 2.930 2.174 -5.239
C 2.877 2.267 -3.739
C 2.537 3.448 -3.097
C 2.364 3.512 -1.716
C 1.962 4.819 -1.091
C 2.533 2.354 -0.940
Se 2.136 2.389 0.945
C 2.952 1.170 -1.572
C 3.201 -0.097 -0.802
C 3.107 1.148 -2.952
H 2.999 3.163 -5.697
H 2.026 1.687 -5.615
H 3.785 1.583 -5.574
H 2.372 4.346 -3.686
H 1.925 5.609 -1.843
H 2.659 5.105 -0.301
H 0.985 4.742 -0.606
H 2.259 -0.588 -0.538
H 3.739 0.103 0.125
H 3.770 -0.803 -1.410
H 3.378 0.212 -3.430
*
```


Computed, not measured: a cluster of 5 separate species, C34H51F5N2O17S in total in a non-equilibrium geometry, with ωB97M-V/def2-TZVPD.

Output
molecular weight: 886.84 g mol⁻¹
SMILES: [H]/N=C\C[C@@]1(C[C@H](C)F)[C@@H](CCCO)[C@@H](N=C=O)[C@](C)(CCCCCCCC)OS1(=O)=O.O=C1OC[C@@H](F)O1.O=C1OC[C@@H](F)O1.O=C1OC[C@@H](F)O1.O=C1OC[C@@H](F)O1
E_LUMO: -0.21 eV

ORCA input file:
```
! RIJCOSX wB97M-V def2-TZVPD def2/J DEFGRID3
* xyz 0 1
H 0.208 -5.593 -0.595
N 0.689 -5.537 0.319
C 0.325 -4.425 0.972
C -0.753 -3.398 0.329
C -0.188 -1.943 -0.065
C 0.548 -2.093 -1.526
C 1.690 -3.150 -1.699
C 2.880 -2.513 -2.630
F 1.166 -4.276 -2.501
C -1.379 -0.850 -0.413
C -2.878 -1.395 -0.192
C -3.447 -2.300 -1.435
C -3.652 -1.438 -2.793
O -4.726 -0.453 -2.645
C -1.215 0.583 0.321
N -2.157 0.833 1.470
C -1.840 0.217 2.571
O -1.438 0.125 3.765
C 0.298 1.083 0.557
C 0.153 2.546 1.294
C 1.054 1.458 -0.856
C 2.596 1.002 -0.765
C 3.505 1.563 -2.007
C 4.901 0.708 -1.913
C 6.180 1.511 -2.474
C 7.321 0.378 -2.798
C 7.683 -0.528 -1.510
C 6.895 -1.938 -1.430
O 1.125 0.295 1.430
S 0.970 -1.360 1.273
O 2.401 -1.885 1.096
O 0.574 -1.854 2.670
H 0.793 -4.308 2.018
H -1.064 -3.906 -0.669
H -1.609 -3.391 1.106
H 0.920 -1.066 -1.925
H -0.328 -2.369 -2.245
H 2.212 -3.584 -0.788
H 3.886 -2.998 -2.305
H 2.679 -2.740 -3.750
H 2.964 -1.376 -2.530
H -1.358 -0.606 -1.553
H -3.084 -1.864 0.832
H -3.571 -0.458 -0.244
H -4.524 -2.591 -1.098
H -2.891 -3.286 -1.579
H -4.020 -2.200 -3.590
H -2.684 -0.980 -3.200
H -5.539 -1.011 -2.565
H -1.606 1.357 -0.465
H -0.539 3.228 0.662
H 1.202 3.014 1.261
H -0.195 2.434 2.383
H 1.071 2.614 -0.997
H 0.480 1.047 -1.764
H 3.037 1.490 0.179
H 2.719 -0.137 -0.784
H 3.753 2.682 -1.885
H 2.984 1.295 -2.995
H 4.839 -0.304 -2.449
H 5.080 0.559 -0.772
H 5.993 2.084 -3.448
H 6.673 2.201 -1.680
H 8.300 0.898 -3.122
H 7.000 -0.305 -3.671
H 7.528 0.030 -0.507
H 8.815 -0.788 -1.552
H 6.196 -2.025 -2.347
H 6.195 -1.897 -0.510
H 7.591 -2.859 -1.349
O 4.731 4.619 -2.507
C 3.863 5.356 -2.882
O 4.005 6.707 -3.002
C 2.809 7.190 -3.596
C 1.824 6.121 -3.247
F 0.882 5.996 -4.211
O 2.610 4.948 -3.233
H 2.956 7.293 -4.675
H 2.532 8.162 -3.185
H 1.343 6.253 -2.274
O -8.337 0.521 3.933
C -7.215 0.886 4.136
O -6.111 0.105 3.955
C -4.984 0.940 4.174
C -5.548 2.024 5.033
F -4.920 3.203 4.801
O -6.883 2.131 4.585
H -4.615 1.312 3.212
H -4.180 0.393 4.669
H -5.537 1.802 6.104
O -4.291 -7.371 2.993
C -3.130 -7.463 3.278
O -2.440 -6.523 3.988
C -1.148 -7.062 4.225
C -1.011 -8.061 3.123
F -0.253 -9.112 3.513
O -2.335 -8.512 2.926
H -1.123 -7.521 5.218
H -0.384 -6.284 4.180
H -0.621 -7.648 2.188
O -2.985 5.833 -0.058
C -3.957 5.768 0.641
O -3.976 5.185 1.873
C -5.262 5.434 2.420
C -6.091 5.665 1.199
F -7.089 6.546 1.448
O -5.181 6.262 0.298
H -5.216 6.311 3.071
H -5.611 4.582 3.004
H -6.503 4.754 0.755
*
```


Computed, not measured: a cluster of 17 separate species, C34H51N17 in total in a non-equilibrium geometry, with ωB97M-V/def2-TZVPD.

Output
molecular weight: 697.90 g mol⁻¹
relative energy (zero: lowest compared OMol25 entry of this formula, charge and spin): 26.9 kcal/mol
E_LUMO: 0.42 eV

ORCA input file:
```
! RIJCOSX wB97M-V def2-TZVPD def2/J DEFGRID3
* xyz 0 1
C 12.880 12.877 15.487
C 14.239 12.312 15.619
N 15.187 11.717 15.844
H 12.605 13.388 16.396
H 12.277 11.978 15.345
H 12.821 13.420 14.566
C 14.436 8.952 13.065
C 15.854 9.224 12.874
N 16.963 9.417 12.556
H 13.881 9.940 13.114
H 14.199 8.501 14.078
H 14.078 8.299 12.303
C 15.357 12.218 10.549
C 14.375 12.460 11.614
N 13.651 12.691 12.467
H 15.912 13.135 10.388
H 14.829 11.914 9.672
H 16.083 11.442 10.802
C 14.234 17.057 17.498
C 14.923 17.349 16.226
N 15.425 17.481 15.173
H 14.891 16.436 18.035
H 13.288 16.518 17.262
H 14.156 18.022 18.022
C 17.772 14.344 8.810
C 17.001 13.703 7.710
N 16.440 13.166 6.860
H 17.004 14.727 9.518
H 18.277 15.223 8.380
H 18.430 13.604 9.168
C 12.944 11.095 7.761
C 12.761 10.335 8.950
N 12.516 9.815 9.916
H 13.257 12.167 7.922
H 12.011 11.047 7.227
H 13.675 10.668 7.113
C 18.102 12.100 17.979
C 17.519 13.451 17.865
N 17.019 14.453 17.705
H 17.358 11.388 17.715
H 18.514 12.046 18.962
H 18.961 11.984 17.298
C 8.460 14.616 6.317
C 9.597 13.949 6.857
N 10.489 13.437 7.368
H 8.145 15.398 6.986
H 7.614 13.920 6.142
H 8.653 15.109 5.326
C 15.628 19.354 10.753
C 14.767 19.288 9.596
N 14.060 19.220 8.692
H 15.088 18.661 11.397
H 15.516 20.280 11.271
H 16.700 19.057 10.649
C 6.311 17.285 10.189
C 6.452 18.524 11.033
N 6.751 19.461 11.664
H 6.872 17.421 9.246
H 5.276 17.086 9.915
H 6.746 16.402 10.688
C 10.965 13.655 10.963
C 10.692 14.004 12.352
N 10.383 14.335 13.400
H 11.279 14.546 10.389
H 10.107 13.340 10.331
H 11.861 13.029 10.843
C 18.386 18.188 17.471
C 17.859 17.950 18.828
N 17.464 17.665 19.870
H 17.611 18.800 16.961
H 18.433 17.272 16.891
H 19.302 18.783 17.594
C 11.022 18.279 8.228
C 10.303 17.335 9.063
N 9.620 16.607 9.621
H 11.172 19.181 8.791
H 10.523 18.337 7.291
H 12.043 17.832 8.252
C 14.276 15.916 11.567
C 14.317 15.844 10.113
N 14.413 15.641 9.001
H 13.321 15.427 11.847
H 14.115 16.914 11.908
H 15.132 15.294 11.987
C 13.826 16.325 5.671
C 12.394 16.523 5.623
N 11.267 16.571 5.501
H 14.436 17.252 5.525
H 14.220 15.544 5.069
H 14.067 15.954 6.635
C 17.727 14.052 14.474
C 17.858 13.945 13.014
N 18.096 13.913 11.916
H 17.641 13.021 14.869
H 16.743 14.554 14.733
H 18.587 14.530 14.883
C 9.839 19.210 11.889
C 11.318 19.311 12.002
N 12.437 19.507 12.113
H 9.334 20.146 11.967
H 9.598 18.592 12.679
H 9.600 18.818 10.911
*
```


Computed, not measured: a structure of composition C34H51N7O5Sr in a non-equilibrium geometry, with ωB97M-V/def2-TZVPD.

Output
molecular weight: 725.45 g mol⁻¹
relative energy (zero: lowest compared OMol25 entry of this formula, charge and spin): 60.8 kcal/mol
E_LUMO: 0.16 eV

ORCA input file:
```
! RIJCOSX wB97M-V def2-TZVPD def2/J DEFGRID3
* xyz 0 1
Sr 1.415 -0.366 1.704
C 1.413 4.408 0.540
C 1.423 3.412 -0.629
C 0.067 3.498 -1.387
C -1.289 3.017 -0.827
C -1.518 3.330 0.646
C -2.374 3.677 -1.701
N -1.376 1.537 -0.988
C -2.713 0.937 -0.787
C -2.829 -0.409 -1.509
N -1.587 -1.163 -1.472
C -1.497 -1.896 -0.217
C -1.363 -0.899 0.952
O -2.138 -0.943 1.886
O -0.428 -0.032 0.798
C -1.420 -1.951 -2.700
C -0.486 -3.144 -2.541
C -1.022 -1.021 -3.867
C 0.352 -0.312 -3.918
C 0.237 0.721 -5.055
C 1.471 -1.308 -4.279
N 0.609 0.415 -2.663
C 1.838 1.218 -2.717
C 2.573 1.412 -1.394
N 1.896 2.058 -0.261
C 2.936 2.173 0.780
C 3.831 0.929 1.066
O 4.976 1.176 1.404
O 3.312 -0.209 0.931
H 0.904 5.320 0.233
H 2.426 4.683 0.812
H 0.921 4.006 1.417
H 2.144 3.828 -1.364
H 0.162 3.026 -2.361
H -0.042 4.567 -1.584
H -1.388 4.392 0.834
H -0.822 2.763 1.260
H -2.528 3.055 0.943
H -2.127 4.714 -1.905
H -3.344 3.673 -1.212
H -2.455 3.168 -2.659
H -0.900 1.203 -1.864
H -0.793 1.028 -0.229
H -3.496 1.585 -1.176
H -2.878 0.796 0.281
H -3.108 -0.217 -2.546
H -3.656 -0.977 -1.051
H -0.594 -2.504 -0.194
H -2.380 -2.532 -0.041
H -2.402 -2.371 -2.994
H 0.453 -2.863 -2.076
H -0.285 -3.576 -3.517
H -0.956 -3.912 -1.932
H -1.775 -0.234 -3.929
H -1.116 -1.604 -4.785
H -0.084 0.233 -5.971
H 1.187 1.210 -5.248
H -0.493 1.488 -4.805
H 1.106 -2.051 -4.983
H 1.835 -1.826 -3.397
H 2.314 -0.803 -4.745
H 0.694 -0.254 -1.896
H 1.608 2.185 -3.175
H 2.589 0.746 -3.363
H 3.488 1.984 -1.642
H 2.889 0.432 -1.038
H 2.475 2.420 1.737
H 3.664 2.955 0.521
C 0.380 -4.419 3.744
C 0.871 -3.360 2.798
N 0.643 -2.098 2.972
N -0.146 -1.671 3.939
C -0.178 -0.344 4.070
O 0.670 0.450 3.608
C -1.345 0.155 4.836
C -1.636 1.515 4.847
C -2.773 1.986 5.476
C -3.626 1.101 6.115
C -3.337 -0.254 6.124
C -2.203 -0.724 5.491
C 1.663 -3.701 1.635
C 2.268 -4.962 1.491
C 3.054 -5.218 0.388
C 3.227 -4.216 -0.558
C 2.579 -3.009 -0.352
N 1.817 -2.753 0.695
H -0.335 -3.950 4.416
H 1.203 -4.820 4.334
H -0.103 -5.235 3.208
H -0.964 2.195 4.345
H -2.996 3.045 5.477
H -4.513 1.465 6.611
H -4.000 -0.945 6.628
H -1.975 -1.775 5.481
H 2.131 -5.716 2.251
H 3.544 -6.175 0.267
H 3.843 -4.372 -1.429
H 2.692 -2.198 -1.060
*
```


Listing orbital gap for the structures above in their given order: 6.868; 9.910; 11.781; 7.412 eV.
Listing E_HOMO for the structures above in their given order: -4.32; -10.12; -11.36; -7.25 eV.
Listing electronic energy for the structures above in their given order: -136881.204; -98287.009; -61411.261; -57591.319 eV.